(1)
{"formula": "C2H9N2O", "method": "ωB97M-V with the def2-TZVPD basis set", "symbols": ["C", "C", "N", "N", "H", "H", "H", "H", "H", "H", "H", "H", "H", "O"], "positions_angstrom": [[0.2791, 1.0636, 0.0702], [-0.7586, 0.2833, 0.5715], [-1.9003, 0.8486, 0.9850], [1.4510, 0.4868, -0.4241], [0.2440, 2.1374, 0.3531], [-0.6170, -0.7387, 0.8283], [-2.0492, 1.8011, 0.7008], [-2.6629, 0.2570, 1.3532], [2.0258, 0.4645, 0.3264], [1.8576, 1.0493, -1.1776], [1.5631, -0.4191, -0.9583], [0.1325, -2.8203, -0.4693], [0.9699, -2.4112, -1.6696], [0.5698, -2.0937, -0.8830]], "atomic_forces_ev_per_a": [[-2.4564, 0.9698, 0.7404], [-1.9127, 0.7266, 1.4341], [1.8229, -1.6034, -1.1152], [0.0776, -0.1127, -4.6456], [0.5470, -0.5795, -0.8823], [-0.0193, -0.8994, -0.3196], [-0.7143, 0.6091, 0.2649], [0.3201, 0.5993, -0.0574], [3.5386, -0.2496, 3.0529], [0.4029, 1.1202, 0.3655], [-1.7266, -0.4195, 1.4326], [-0.3579, -1.0884, 0.3574], [0.4084, -0.9938, -1.2889], [0.0696, 1.9212, 0.6612]], "lowdin_spin": [0.497, 0.063, 0.316, 0.079, 0.011, -0.001, 0.005, 0.004, 0.015, 0.007, 0.002, 0.000, 0.000, 0.002], "energy_ev": -7227.3098, "multiplicity": 2, "homo_energy_ev": [-20.39, -20.40], "total_charge": 2, "de_lowest_kcal_mol": 26.3, "max_force_ev_per_a": 4.7, "gap_ev": [11.34, 7.90]}



(2)
{"formula": "C30H44BCl5IrN2O5P2S", "method": "ωB97M-V with the def2-TZVPD basis set", "symbols": ["Ir", "C", "C", "C", "C", "P", "C", "N", "B", "N", "C", "P", "C", "C", "C", "C", "C", "C", "C", "C", "C", "C", "C", "C", "C", "C", "C", "C", "C", "C", "H", "H", "H", "H", "H", "H", "H", "H", "H", "H", "H", "H", "H", "H", "H", "H", "H", "H", "H", "H", "H", "H", "H", "H", "H", "H", "H", "H", "H", "H", "H", "H", "H", "H", "H", "H", "H", "H", "H", "H", "H", "H", "H", "H", "Cl", "C", "C", "Cl", "C", "Cl", "C", "O", "C", "Cl", "C", "Cl", "O", "S", "O", "O", "O"], "positions_angstrom": [[-0.1000, 0.3803, 0.0715], [-1.5083, -3.2026, 3.5422], [-0.4897, -2.4045, 2.7298], [0.7294, -2.0872, 3.6143], [-0.0184, -3.2531, 1.5362], [-1.1805, -0.8296, 1.9731], [-2.6330, -1.4928, 0.9999], [-2.2581, -1.5421, -0.4023], [-0.9071, -1.4418, -0.9074], [-1.0192, -1.0935, -2.2978], [0.0978, -0.6834, -3.1111], [1.1016, 0.5592, -2.1319], [2.8552, -0.0463, -2.4030], [3.7730, 0.8109, -1.5210], [2.9041, -1.5021, -1.8973], [3.3184, -0.0318, -3.8662], [0.8611, 2.2802, -2.9039], [1.8774, 2.6771, -3.9762], [0.9540, 3.2593, -1.7218], [-0.5320, 2.3904, -3.5216], [-2.3396, -0.7433, -2.5328], [-2.9003, -0.0284, -3.5208], [-4.1646, 0.6468, -3.1254], [-5.0743, -0.2304, -2.3164], [-4.5197, -1.0345, -1.3929], [-3.1089, -1.1379, -1.3946], [-1.9218, 0.3212, 3.2757], [-0.8250, 0.6724, 4.2903], [-3.1602, -0.2305, 3.9872], [-2.2918, 1.6056, 2.5418], [-0.9983, -4.0757, 3.9579], [-2.3357, -3.5657, 2.9318], [-1.9164, -2.6292, 4.3713], [1.3599, -2.9773, 3.6891], [0.4346, -1.8059, 4.6233], [1.3379, -1.2876, 3.1970], [0.4071, -4.1912, 1.9034], [0.7429, -2.7218, 0.9689], [-0.8474, -3.4953, 0.8629], [-3.4623, -0.7920, 1.1035], [-2.9419, -2.4696, 1.3700], [-0.2444, -0.2831, -4.0615], [0.7389, -1.5404, -3.2949], [3.5062, 0.6990, -0.4711], [3.7179, 1.8707, -1.7768], [4.8107, 0.4870, -1.6426], [2.3173, -1.6361, -0.9930], [3.9409, -1.7627, -1.6668], [2.5509, -2.2059, -2.6548], [3.7741, 0.9135, -4.1461], [2.5012, -0.2416, -4.5604], [4.0722, -0.8117, -3.9992], [2.8875, 2.7688, -3.5783], [1.5857, 3.6552, -4.3681], [1.8795, 1.9784, -4.8122], [1.9019, 3.1674, -1.1868], [0.1330, 3.0862, -1.0236], [0.8657, 4.2858, -2.0885], [-0.5934, 1.8423, -4.4650], [-0.7378, 3.4432, -3.7363], [-1.3029, 2.0432, -2.8470], [-2.3828, 0.2954, -4.4125], [-4.6706, 1.0789, -3.9800], [-6.1423, -0.0689, -2.3690], [-5.1150, -1.5604, -0.6560], [-0.6242, -0.1452, 4.9810], [-1.1501, 1.5349, 4.8776], [0.1068, 0.9437, 3.7871], [-2.9048, -0.9955, 4.7177], [-3.8913, -0.6419, 3.2887], [-3.6463, 0.5870, 4.5263], [-1.4227, 2.0467, 2.0485], [-2.6669, 2.3363, 3.2643], [-3.0604, 1.4568, 1.7953], [6.2756, 0.6945, 4.0218], [4.9069, 0.2678, 3.0669], [3.9308, 1.2098, 2.7718], [4.0682, 2.8189, 3.3622], [2.8404, 0.8478, 1.9962], [1.6128, 1.9846, 1.6092], [2.6540, -0.4387, 1.4734], [1.6433, -0.7881, 0.7334], [3.6618, -1.3760, 1.8013], [3.4750, -2.9848, 1.2055], [4.7615, -1.0324, 2.5769], [5.9538, -2.2166, 2.9396], [-3.7648, 1.8960, -2.3291], [-3.1625, 1.9642, -0.8423], [-4.0379, 1.2395, 0.0453], [-1.7920, 1.3360, -0.9116], [-3.0614, 3.3739, -0.6137]], "atomic_forces_ev_per_a": [[2.7199, -4.4617, 0.1531], [-0.0748, 0.1120, -0.0303], [0.5789, 0.2107, -0.2705], [-0.0471, -0.0727, -0.0230], [-0.2207, 0.0211, -0.0777], [-0.9378, 1.0056, -0.7430], [0.0496, 0.1272, 0.0782], [-0.0735, -0.7824, 0.1096], [-0.6346, 3.6880, 0.4839], [0.2799, -1.1150, -0.1821], [-0.0213, 0.3847, 0.2466], [-1.0855, 0.6007, 0.1377], [-0.0350, -0.0362, 0.5275], [0.0118, -0.0067, -0.1004], [-0.0721, 0.0006, -0.1267], [-0.0478, 0.0039, 0.0142], [0.1700, -0.0324, 0.1423], [-0.0382, -0.0045, 0.0767], [-0.0356, 0.0041, -0.0762], [0.0325, -0.0040, -0.0679], [-0.0317, -0.7427, -0.1780], [-0.2543, 0.2525, -0.4598], [0.1596, -0.4713, 0.2301], [0.0339, 0.5126, -0.1010], [-0.0139, -0.3675, 0.0697], [-0.0287, -0.3323, -0.0638], [0.2892, -0.2003, 0.0330], [-0.0340, -0.1228, 0.0285], [0.0564, 0.0016, -0.0184], [0.0474, 0.1575, 0.0125], [0.0025, 0.0065, -0.0262], [0.0099, -0.0191, 0.0534], [0.0493, -0.0663, 0.0285], [-0.0279, 0.0032, -0.0027], [0.0115, -0.0126, -0.0144], [-0.0245, -0.0353, 0.1111], [-0.0338, 0.0258, 0.0140], [0.0024, -0.1077, 0.0251], [0.0148, -0.0952, 0.1029], [-0.0061, 0.0304, 0.0356], [-0.0611, -0.0150, -0.0075], [0.0436, 0.0090, -0.0433], [0.0065, -0.0088, -0.2220], [0.0598, 0.0596, -0.0441], [0.0352, -0.0316, -0.0046], [-0.0291, -0.0051, -0.0077], [0.0512, -0.0649, -0.0327], [-0.0183, 0.0076, -0.0459], [0.0571, 0.0378, -0.0002], [-0.0394, -0.0043, -0.0373], [0.0660, -0.0536, -0.0260], [-0.0137, 0.0086, 0.0328], [0.0054, 0.0014, -0.0574], [0.0103, 0.0016, 0.0343], [0.0246, 0.0518, -0.0128], [-0.0218, 0.0274, 0.0125], [0.0165, 0.0480, 0.0184], [0.0199, -0.0342, -0.0272], [-0.0093, 0.0321, 0.0130], [0.0617, -0.0207, -0.0138], [-0.0274, -0.0563, -0.0765], [0.0414, 0.0285, 0.0890], [-0.0578, 0.2521, 0.0865], [0.0309, -0.0059, 0.0061], [0.0365, 0.0197, -0.0184], [-0.0077, 0.0458, 0.0116], [-0.0028, -0.0158, -0.0195], [-0.0183, 0.0197, 0.0662], [-0.0534, 0.0087, 0.0018], [-0.0116, 0.0336, 0.0354], [0.0063, -0.0192, -0.0123], [-0.0021, 0.0330, 0.0219], [0.0308, -0.0526, 0.0411], [-0.0886, -0.0296, -0.0045], [-0.0431, 0.0012, -0.0191], [0.1215, -0.0674, 0.0478], [0.0129, 0.0315, 0.0331], [-0.0209, -0.0077, -0.0186], [-0.1858, -0.2165, -0.0811], [-0.2886, 0.9541, 0.0407], [0.0811, 0.0317, -0.0144], [-0.7442, 0.8336, -0.0085], [-0.0098, -0.0425, -0.0947], [0.0873, -0.0196, 0.0805], [-0.1173, 0.0294, -0.0703], [-0.0071, 0.0054, -0.0023], [0.0607, -0.0731, 0.1128], [-0.0624, 0.3829, 0.0975], [-0.0066, -0.0921, -0.1097], [0.0992, -0.0730, 0.1936], [0.1416, -0.0460, -0.0961]], "lowdin_spin": [-0.022, 0.000, 0.001, 0.000, 0.008, 0.004, 0.009, 0.088, 0.093, -0.007, 0.000, 0.000, 0.000, 0.000, 0.001, 0.000, 0.000, 0.000, 0.000, 0.002, 0.025, 0.184, 0.057, 0.190, 0.006, 0.244, 0.000, 0.000, 0.000, 0.000, 0.000, 0.000, 0.000, 0.000, 0.000, 0.000, 0.000, 0.002, 0.004, 0.000, 0.002, 0.000, 0.000, 0.000, 0.000, 0.000, 0.001, 0.000, 0.000, 0.000, 0.000, 0.000, 0.000, 0.000, 0.000, 0.000, 0.000, 0.000, 0.000, 0.000, 0.002, 0.011, 0.005, 0.012, -0.003, 0.000, 0.000, 0.000, 0.000, 0.000, 0.000, 0.000, 0.000, 0.000, 0.000, 0.000, 0.000, 0.000, 0.000, -0.003, 0.000, 0.001, 0.000, 0.000, 0.000, 0.000, 0.059, 0.003, 0.007, 0.006, 0.008], "energy_ev": -140582.8825, "multiplicity": 2, "homo_energy_ev": [-6.75, -7.95], "de_lowest_kcal_mol": 85.1, "max_force_ev_per_a": 5.2, "gap_ev": [6.19, 7.07]}



(3)
{"formula": "C28H33BiGeN8O3", "method": "ωB97M-V with the def2-TZVPD basis set", "symbols": ["Bi", "O", "C", "C", "C", "C", "C", "C", "C", "O", "N", "N", "C", "C", "C", "C", "C", "C", "N", "H", "H", "H", "H", "H", "H", "H", "H", "H", "H", "N", "C", "C", "C", "C", "C", "N", "C", "C", "C", "C", "C", "N", "H", "H", "H", "H", "H", "H", "H", "H", "H", "C", "Ge", "C", "C", "C", "H", "H", "H", "H", "H", "H", "H", "H", "H", "H", "N", "C", "N", "O", "H", "H", "H", "H"], "positions_angstrom": [[0.3375, -0.1693, 0.0978], [1.7837, 4.9755, 2.0921], [0.9725, 4.5417, 3.0754], [0.7856, 5.3754, 4.1771], [-0.0580, 5.0010, 5.2047], [-0.7315, 3.7834, 5.1598], [-0.5519, 2.9540, 4.0711], [0.2923, 3.3118, 3.0181], [0.4111, 2.3799, 1.8727], [-0.3297, 1.3646, 1.8211], [1.3388, 2.7051, 0.9574], [1.5092, 1.7797, -0.0032], [2.4860, 1.9189, -0.8333], [2.7564, 0.8788, -1.7973], [3.7351, 1.0162, -2.7868], [3.9759, -0.0349, -3.6406], [3.2453, -1.2144, -3.4931], [2.2811, -1.2677, -2.5114], [2.0345, -0.2480, -1.6900], [1.8534, 4.2373, 1.4391], [1.3237, 6.3138, 4.2060], [-0.1939, 5.6628, 6.0508], [-1.3893, 3.4899, 5.9666], [-1.0625, 2.0029, 4.0034], [3.0997, 2.8123, -0.7852], [4.2869, 1.9448, -2.8532], [4.7240, 0.0477, -4.4176], [3.4309, -2.0637, -4.1343], [1.6639, -2.1475, -2.3631], [-1.5357, -4.1050, 1.5713], [-2.3364, -2.9763, 1.7808], [-3.5906, -3.2132, 2.3564], [-4.4473, -2.1518, 2.5481], [-4.0476, -0.8834, 2.1572], [-2.8011, -0.7477, 1.5773], [-1.9527, -1.7663, 1.3844], [-0.1755, -4.2574, 1.3492], [0.2724, -5.5170, 0.9147], [1.6210, -5.7160, 0.7338], [2.5031, -4.6708, 0.9923], [1.9637, -3.4737, 1.4161], [0.6588, -3.2587, 1.5913], [-2.0367, -4.9737, 1.6389], [-3.8780, -4.2155, 2.6486], [-5.4184, -2.3146, 2.9977], [-4.6902, -0.0242, 2.2852], [-2.4538, 0.2143, 1.2210], [-0.4377, -6.3137, 0.7307], [1.9841, -6.6760, 0.3902], [3.5697, -4.7887, 0.8639], [2.6052, -2.6247, 1.6324], [-1.1246, -0.1762, -4.3311], [-1.2035, 1.2030, -2.8887], [0.3205, 2.3794, -3.3277], [-2.9379, 2.0766, -3.2376], [-1.2769, 0.3096, -1.1911], [-1.3101, 0.2923, -5.3027], [-1.8829, -0.9455, -4.1767], [-0.1452, -0.6606, -4.3697], [-0.0399, 3.2225, -3.9180], [1.0484, 1.8226, -3.9225], [0.8104, 2.7698, -2.4365], [-2.8878, 2.6435, -4.1710], [-3.1980, 2.7522, -2.4279], [-3.7144, 1.3166, -3.3400], [-1.9221, -0.5726, -1.2220], [0.0005, 5.3465, -0.4757], [-0.9805, 4.4374, -0.1720], [-1.6089, 4.6362, 1.0364], [-1.3157, 3.5536, -0.9370], [0.4344, 5.9105, 0.2317], [0.5089, 5.1825, -1.3254], [-1.1439, 5.1621, 1.7576], [-2.1417, 3.8450, 1.3574]], "atomic_forces_ev_per_a": [[-1.8460, -1.1477, -0.1695], [0.0364, 0.2843, 0.1616], [-0.0221, -0.1089, 0.1425], [0.0238, 0.0559, -0.0032], [-0.0371, -0.0366, 0.0033], [-0.0328, 0.0159, 0.0286], [0.0672, 0.0275, -0.0428], [0.0888, 0.0495, 0.1411], [-0.2755, -0.2664, -0.1381], [0.3630, 0.3632, 0.1363], [0.1656, 0.1095, 0.1401], [0.6573, 0.3559, -0.2860], [-0.4273, 0.3462, 0.5319], [0.1685, -0.5925, -0.5543], [-0.1000, 0.2591, 0.3605], [-0.0762, -0.2736, -0.0587], [0.2264, 0.2119, -0.1490], [-0.2441, 0.0152, 0.1497], [0.6666, 0.4083, -0.2275], [0.0310, -0.1731, -0.1536], [-0.0103, 0.0094, -0.0204], [0.0177, 0.0008, -0.0025], [0.0060, 0.0040, -0.0018], [-0.0073, -0.0083, -0.0089], [0.0730, -0.0240, -0.0242], [0.0150, -0.0177, -0.0593], [0.0151, 0.0136, 0.0136], [-0.0746, -0.0210, 0.0008], [-0.0029, 0.0007, -0.0324], [0.0123, 0.1456, -0.0595], [-0.0256, 0.0492, -0.0659], [-0.0491, 0.0266, 0.0716], [-0.0163, -0.0877, -0.0097], [0.0156, 0.0548, -0.0203], [-0.0153, -0.0070, 0.0711], [0.1563, -0.1843, 0.0121], [0.1149, -0.0258, 0.0252], [-0.0267, -0.0556, -0.0017], [-0.0699, -0.0034, 0.0206], [0.0376, -0.0008, -0.0351], [0.0091, 0.0422, -0.0586], [-0.1626, 0.1337, 0.0282], [-0.0219, 0.0189, -0.0246], [0.0390, -0.0025, 0.0244], [-0.0027, -0.0026, -0.0012], [0.0246, 0.0167, -0.0209], [-0.0449, 0.0183, -0.0008], [-0.0035, 0.0147, -0.0478], [0.0080, -0.0066, 0.0175], [-0.0009, 0.0308, 0.0241], [-0.0045, -0.0028, -0.0109], [0.0426, 0.1985, -0.0158], [-0.3872, -0.4325, -0.1764], [-0.0025, -0.0178, 0.1697], [0.2438, 0.0863, -0.0618], [0.9389, -0.1597, 0.3657], [0.0212, -0.0442, -0.0070], [-0.0030, 0.0071, 0.0476], [-0.0034, -0.0044, 0.0334], [-0.0183, -0.0014, -0.0053], [-0.0152, 0.0255, -0.0247], [-0.1426, 0.0649, -0.1006], [-0.0434, -0.0114, 0.0000], [0.0165, 0.0208, 0.0579], [0.0268, -0.0261, 0.0162], [0.0489, -0.0253, 0.1080], [-0.1212, 0.1064, -0.1129], [-0.0195, 0.1090, 0.0531], [-0.0245, 0.0918, -0.0958], [0.0105, 0.0791, -0.0726], [0.0484, -0.0291, 0.0836], [-0.0200, -0.0539, -0.0042], [-0.0288, 0.0086, -0.0299], [-0.0065, -0.0256, -0.0440]], "mulliken_charge": [1.266, -0.672, 0.109, -0.552, -0.453, -0.722, -0.698, 0.697, 0.915, -0.934, -0.974, 0.299, -0.871, 0.833, -0.984, -0.324, -0.719, -0.324, 0.089, 0.670, 0.447, 0.390, 0.429, 0.449, 0.305, 0.433, 0.436, 0.415, 0.504, -0.103, 0.452, -0.661, -0.392, -1.219, -0.222, 0.228, 0.612, -0.589, -0.385, -0.721, -0.277, -0.219, 0.192, 0.327, 0.394, 0.438, 0.495, 0.322, 0.406, 0.405, 0.415, -1.364, 0.745, -0.970, -1.315, -0.778, 0.369, 0.384, 0.293, 0.502, 0.352, -0.094, 0.388, 0.324, 0.357, 0.459, -0.344, 0.286, -0.454, -0.423, 0.222, 0.240, 0.159, 0.306], "energy_ev": -109989.9631, "homo_energy_ev": -6.03, "de_lowest_kcal_mol": 45.7, "max_force_ev_per_a": 2.2, "gap_ev": 5.19}



(4)
{"formula": "C6H5N", "method": "ωB97M-V with the def2-TZVPD basis set", "symbols": ["C", "C", "C", "N", "C", "C", "C", "H", "H", "H", "H", "H"], "positions_angstrom": [[-1.7789, 0.1107, 1.7385], [-1.2510, -0.4394, 0.8069], [-0.6646, -1.0280, -0.3715], [0.7119, -1.5113, -0.3861], [0.4059, -0.2649, -1.0830], [0.9229, 0.9663, -0.5562], [1.4889, 1.9453, -0.1498], [-2.2052, 0.6780, 2.5344], [-1.3132, -1.6217, -1.0108], [1.1951, -1.2876, 0.4809], [0.4510, -0.3290, -2.1632], [2.0528, 2.7825, 0.1797]], "atomic_forces_ev_per_a": [[0.3375, -0.0989, -0.4058], [-0.4255, 0.2087, 0.3694], [-0.1002, 0.0462, -0.0962], [0.3199, -0.1481, 0.1219], [0.0512, 0.0283, -0.3159], [0.3956, 0.4479, 0.2181], [-0.1239, -0.3635, -0.1952], [0.0099, -0.1955, -0.0301], [-0.0766, 0.1046, 0.2633], [-0.1927, -0.0567, 0.0112], [-0.0843, -0.0790, -0.0148], [-0.1108, 0.1058, 0.0743]], "nbo_charge": [-0.200, -0.045, -0.139, -0.531, -0.145, -0.025, -0.218, 0.239, 0.232, 0.366, 0.228, 0.239], "energy_ev": -7788.1238, "homo_energy_ev": -9.33, "de_lowest_kcal_mol": 84.7, "max_force_ev_per_a": 0.6, "gap_ev": 10.42}



Please write out number 4 again, unchanged.
{"formula": "C6H5N", "method": "ωB97M-V with the def2-TZVPD basis set", "symbols": ["C", "C", "C", "N", "C", "C", "C", "H", "H", "H", "H", "H"], "positions_angstrom": [[-1.7789, 0.1107, 1.7385], [-1.2510, -0.4394, 0.8069], [-0.6646, -1.0280, -0.3715], [0.7119, -1.5113, -0.3861], [0.4059, -0.2649, -1.0830], [0.9229, 0.9663, -0.5562], [1.4889, 1.9453, -0.1498], [-2.2052, 0.6780, 2.5344], [-1.3132, -1.6217, -1.0108], [1.1951, -1.2876, 0.4809], [0.4510, -0.3290, -2.1632], [2.0528, 2.7825, 0.1797]], "atomic_forces_ev_per_a": [[0.3375, -0.0989, -0.4058], [-0.4255, 0.2087, 0.3694], [-0.1002, 0.0462, -0.0962], [0.3199, -0.1481, 0.1219], [0.0512, 0.0283, -0.3159], [0.3956, 0.4479, 0.2181], [-0.1239, -0.3635, -0.1952], [0.0099, -0.1955, -0.0301], [-0.0766, 0.1046, 0.2633], [-0.1927, -0.0567, 0.0112], [-0.0843, -0.0790, -0.0148], [-0.1108, 0.1058, 0.0743]], "nbo_charge": [-0.200, -0.045, -0.139, -0.531, -0.145, -0.025, -0.218, 0.239, 0.232, 0.366, 0.228, 0.239], "energy_ev": -7788.1238, "homo_energy_ev": -9.33, "de_lowest_kcal_mol": 84.7, "max_force_ev_per_a": 0.6, "gap_ev": 10.42}